DFT (ωB97M-V/def2-TZVPD) results for a structure of composition C25H52AgB2F20N7O12S4 at a distorted geometry.

Results
Total charge: +2
E_HOMO (eV): -13.71
Kohn-Sham gap (eV): 9.3
Multiplicity: 1
LUMO energy (eV): -4.4

Last column: Löwdin charge in e.
Cartesian coordinates (Å):
1 Ag 0.516 -0.781 0.380  0.85
2 C 5.851 -3.780 0.426  0.05
3 C 5.219 -4.392 1.589  -0.38
4 O 5.674 -4.685 2.644  0.19
5 N 3.726 -4.724 1.349  0.10
6 H 3.232 -3.998 0.795  0.13
7 H 3.605 -5.598 0.854  0.18
8 C 2.986 -4.903 2.610  0.00
9 H 5.793 -4.621 -0.267  0.12
10 H 6.854 -3.539 0.679  0.10
11 H 5.238 -2.959 0.066  0.08
12 H 1.930 -5.184 2.557  0.11
13 H 3.057 -3.976 3.149  0.09
14 H 3.458 -5.670 3.199  0.10
15 C 2.397 3.558 -5.981  0.05
16 C 1.179 2.979 -5.233  -0.43
17 O 0.265 2.457 -5.762  0.18
18 N 1.201 2.984 -3.747  0.03
19 H 1.675 3.834 -3.451  0.16
20 H 0.158 3.103 -3.273  0.10
21 C 1.818 1.758 -3.275  -0.02
22 H 2.146 3.632 -7.018  0.09
23 H 3.257 2.981 -5.671  0.08
24 H 2.523 4.595 -5.686  0.09
25 H 1.979 1.788 -2.202  0.08
26 H 2.777 1.603 -3.757  0.10
27 H 1.110 0.949 -3.476  0.10
28 C 5.258 -0.058 3.096  0.04
29 C 5.263 0.250 1.661  -0.40
30 O 5.621 -0.433 0.769  0.18
31 N 4.614 1.562 1.300  0.07
32 H 3.577 1.555 1.572  0.16
33 H 5.043 2.228 1.927  0.18
34 C 4.851 1.928 -0.065  0.00
35 H 6.013 0.600 3.533  0.12
36 H 5.614 -1.047 3.344  0.11
37 H 4.317 0.259 3.547  0.09
38 H 4.390 1.215 -0.728  0.09
39 H 5.921 1.942 -0.226  0.12
40 H 4.346 2.882 -0.142  0.12
41 C -0.882 -2.190 -4.280  0.04
42 C -0.450 -3.473 -3.968  -0.39
43 O -0.924 -4.458 -3.537  0.21
44 N 1.103 -3.711 -4.279  0.07
45 H 1.398 -3.168 -5.081  0.17
46 H 1.529 -3.276 -3.454  0.14
47 C 1.437 -5.098 -4.426  -0.02
48 H -0.978 -1.652 -3.332  0.10
49 H -1.927 -2.234 -4.601  0.14
50 H -0.304 -1.501 -4.899  0.12
51 H 2.475 -5.392 -4.582  0.12
52 H 0.900 -5.383 -5.315  0.11
53 H 1.021 -5.649 -3.602  0.10
54 C -5.459 0.169 -0.320  -0.08
55 C -5.585 0.063 1.197  -0.22
56 C -4.345 0.716 1.705  -0.13
57 N -4.290 0.657 3.247  -0.24
58 C -3.041 1.293 3.715  -0.12
59 C -2.989 2.822 3.417  -0.16
60 C -4.169 3.542 4.032  -0.16
61 C -5.546 2.891 3.574  -0.14
62 C -5.481 1.490 3.924  -0.09
63 C -4.364 -0.753 3.712  0.02
64 H -5.459 1.215 -0.639  0.09
65 H -6.311 -0.346 -0.758  0.09
66 H -4.499 -0.193 -0.688  0.05
67 H -5.606 -0.995 1.441  0.11
68 H -6.522 0.546 1.510  0.13
69 H -4.319 1.782 1.540  0.12
70 H -3.455 0.230 1.372  0.11
71 H -2.184 0.850 3.208  0.12
72 H -2.870 1.092 4.777  0.15
73 H -2.861 3.030 2.353  0.11
74 H -2.086 3.293 3.804  0.13
75 H -4.096 4.581 3.733  0.11
76 H -4.121 3.551 5.134  0.13
77 H -5.579 3.091 2.518  0.11
78 H -6.450 3.357 3.992  0.14
79 H -6.315 0.970 3.481  0.11
80 H -5.379 1.142 4.945  0.14
81 H -5.306 -1.223 3.450  0.11
82 H -4.316 -0.728 4.786  0.11
83 H -3.508 -1.300 3.323  0.08
84 B 2.624 -2.147 -1.176  -1.53
85 F 2.555 -2.528 0.158  0.11
86 F 1.407 -2.142 -1.763  0.16
87 F 3.095 -0.905 -1.184  0.21
88 F 3.366 -3.087 -1.789  0.19
89 B 1.325 2.572 0.967  -1.25
90 F 1.816 1.219 0.526  -0.04
91 F 2.352 2.907 1.889  0.10
92 F 1.329 3.377 -0.126  0.18
93 F 0.105 2.525 1.556  0.18
94 C -2.203 -2.945 0.300  -0.58
95 F -2.643 -4.128 -0.172  0.15
96 F -1.338 -2.402 -0.618  0.04
97 F -3.223 -2.062 0.528  0.10
98 S -1.358 -3.318 1.906  0.61
99 O -2.520 -3.401 2.764  -0.27
100 O -0.586 -4.451 1.487  -0.27
101 N -0.505 -1.940 2.181  -0.34
102 S -0.015 -1.975 3.764  0.57
103 O -0.880 -1.223 4.652  -0.27
104 O 0.504 -3.192 4.158  -0.23
105 C 1.388 -0.815 3.804  -0.61
106 F 2.146 -0.882 2.638  0.03
107 F 1.129 0.501 3.966  0.14
108 F 2.169 -1.181 4.818  0.14
109 C -0.741 5.881 -3.521  -0.67
110 F -1.353 7.061 -3.684  0.15
111 F 0.043 5.611 -4.585  0.11
112 F 0.039 5.881 -2.412  0.13
113 S -2.071 4.737 -3.556  0.62
114 O -2.975 5.415 -2.684  -0.23
115 O -2.277 4.542 -4.930  -0.22
116 N -1.272 3.413 -2.885  -0.28
117 S -2.197 2.019 -2.938  0.59
118 O -3.586 2.266 -2.661  -0.25
119 O -1.749 1.164 -3.935  -0.24
120 C -1.683 1.189 -1.409  -0.55
121 F -2.327 -0.065 -1.520  0.03
122 F -0.284 0.926 -1.499  0.01
123 F -1.947 1.642 -0.221  0.19

Forces on the atoms, in the same order (eV/Å):
Ag 0.0 0.2 0.4
C -0.9 -0.7 -0.1
C -0.1 -0.1 1.3
O -0.4 0.1 -0.5
N -1.1 -0.2 0.0
H 0.4 0.1 -0.1
H 0.4 -0.3 -0.6
C -0.4 -0.1 1.4
H 0.3 0.3 -0.7
H 0.8 0.4 -0.1
H 0.2 0.1 -0.2
H 0.2 0.3 -0.9
H -0.1 0.4 0.3
H 0.4 -0.2 0.1
C -1.4 0.4 1.7
C 0.5 0.4 -1.2
O -0.6 -0.4 -0.2
N -0.3 1.2 0.3
H 0.4 -0.1 0.3
H 0.0 0.2 -1.0
C 0.3 -0.9 0.6
H 0.2 -0.7 -0.6
H 0.4 -0.1 -0.5
H 0.3 0.2 0.4
H -0.1 0.2 0.1
H 0.1 -0.2 -0.2
H 0.4 0.1 -0.2
C 0.6 1.1 0.6
C -1.1 -0.9 -0.2
O 0.5 -0.3 -0.5
N -0.5 -1.2 2.1
H 0.9 0.2 -0.5
H -0.1 0.7 0.3
C -0.4 0.7 -0.9
H 0.1 0.2 0.2
H -0.4 -0.4 -0.2
H 0.0 -0.4 0.1
H -0.1 -0.3 -0.1
H 0.1 0.3 -0.2
H 0.3 0.4 -0.6
C -2.0 3.3 0.1
C 2.1 -3.6 -0.2
O -1.1 0.5 0.3
N 0.5 1.9 0.7
H 0.1 0.2 -0.2
H 0.4 0.1 0.1
C -0.2 -1.7 -0.7
H 0.0 0.1 0.3
H 0.1 0.0 -0.3
H 0.1 -0.6 -0.2
H 0.1 0.8 0.3
H -0.2 -0.6 -0.3
H -0.1 -0.2 0.3
C -0.4 0.5 -0.2
C 0.2 0.0 -1.3
C -0.9 0.4 2.7
N -0.6 1.1 0.0
C 1.7 1.1 -0.3
C -0.1 -0.5 0.4
C -1.4 0.4 0.2
C 2.2 2.6 0.8
C 0.2 -3.8 -1.5
C 0.1 0.3 0.2
H -0.3 0.0 0.0
H 0.2 0.0 -0.4
H -0.3 -0.5 0.1
H -0.1 0.0 0.2
H 0.4 -0.1 0.0
H 0.1 0.1 -0.7
H 0.6 -0.2 -0.3
H -0.1 -0.4 -0.1
H -0.4 0.0 -0.1
H -0.4 -0.2 -0.1
H 0.2 -0.5 0.4
H -0.3 0.2 -0.1
H 0.1 -0.2 -0.3
H -0.4 -0.4 -0.6
H 0.5 -0.1 0.2
H -0.6 -0.3 0.3
H -0.1 0.8 0.4
H 0.1 0.1 -0.2
H 0.2 -0.1 0.5
H -0.1 -0.1 0.0
B 0.6 -0.5 0.5
F -0.6 -0.7 2.1
F -3.0 -0.1 -1.1
F 1.4 2.5 -0.4
F 1.6 -1.4 -1.4
B 0.7 -0.3 0.2
F -0.5 0.0 0.0
F 0.1 0.2 0.1
F 0.3 0.3 -0.7
F -0.3 -0.6 0.3
C -0.1 0.4 0.1
F 0.0 1.7 0.2
F -0.9 -0.5 0.4
F 1.0 -1.1 -0.9
S -1.5 0.5 -1.3
O 1.3 -0.4 0.2
O 0.5 0.0 0.9
N 0.1 -1.0 1.0
S -2.7 5.1 -0.3
O 0.1 -1.0 -0.9
O 1.3 -3.6 0.7
C 1.8 1.6 -0.8
F -0.3 -0.2 0.8
F -0.4 -1.3 -0.3
F -0.1 -0.1 -0.3
C 1.1 1.2 0.1
F 1.3 -0.2 0.0
F 0.6 0.5 0.2
F -0.6 0.1 -0.9
S 0.2 -0.7 2.6
O -0.6 -1.2 0.0
O -1.1 -0.6 -1.6
N -2.0 -1.2 -0.1
S -0.9 4.7 2.5
O 0.6 -0.2 -0.6
O 0.9 -2.3 -2.1
C 1.0 -2.8 -0.4
F 1.3 1.6 0.3
F -1.9 0.2 0.5
F 0.1 0.4 -0.3

***

DFT (ωB97M-V/def2-TZVPD) results for a structure of composition C25H52N2O2P2SeSn at a distorted geometry.

Results
Total charge: +4
E_HOMO (eV): -20.52
Kohn-Sham gap (eV): 6.4
Multiplicity: 1
LUMO energy (eV): -14.1

Last column: Löwdin charge in e.
Cartesian coordinates (Å):
1 Sn 0.070 0.164 -0.088  0.83
2 C 2.339 -0.270 -1.117  -0.04
3 O 3.481 -0.198 -0.976  0.20
4 C -2.425 0.327 -0.047  -0.04
5 O -3.463 0.709 0.263  0.20
6 P 0.107 2.384 -1.500  1.03
7 C -0.275 2.263 -3.301  -0.51
8 H -0.270 3.302 -3.669  0.12
9 C -1.232 3.496 -0.832  -0.51
10 H -2.139 2.869 -0.908  0.09
11 C 1.792 3.161 -1.443  -0.51
12 H 2.429 2.430 -1.969  0.10
13 C 1.591 -3.253 0.710  -0.51
14 P 0.056 -2.485 0.019  1.05
15 H -0.686 -3.923 -1.720  0.13
16 H 2.378 -3.113 -0.046  0.11
17 C -1.420 -3.250 0.859  -0.48
18 H -1.210 -4.329 0.916  0.13
19 C -1.027 3.847 0.644  -0.10
20 H -1.959 4.285 1.038  0.12
21 H -0.226 4.588 0.778  0.09
22 H -0.783 2.970 1.264  -0.01
23 C -1.486 4.760 -1.659  -0.05
24 H -0.650 5.464 -1.590  0.09
25 H -2.375 5.271 -1.262  0.12
26 H -1.683 4.558 -2.716  0.09
27 C 1.888 4.484 -2.201  -0.05
28 H 1.480 4.441 -3.215  0.09
29 H 2.950 4.751 -2.291  0.12
30 H 1.397 5.297 -1.656  0.09
31 C 2.358 3.330 -0.033  -0.10
32 H 3.420 3.612 -0.107  0.12
33 H 2.304 2.405 0.562  -0.02
34 H 1.832 4.117 0.524  0.09
35 C 0.811 1.504 -4.069  -0.08
36 H 1.782 2.016 -4.041  0.09
37 H 0.508 1.421 -5.121  0.10
38 H 0.956 0.484 -3.692  0.05
39 C -1.674 1.692 -3.558  -0.07
40 H -1.782 0.669 -3.173  0.06
41 H -1.843 1.654 -4.644  0.12
42 H -2.471 2.305 -3.119  0.09
43 C 1.423 -4.750 0.960  -0.06
44 H 1.039 -5.298 0.094  0.10
45 H 0.751 -4.938 1.805  0.10
46 H 2.396 -5.186 1.219  0.12
47 C 2.048 -2.540 1.976  -0.12
48 H 1.350 -2.714 2.804  0.07
49 C -0.792 -1.935 -2.606  -0.13
50 H 2.139 -1.453 1.840  0.01
51 H 3.031 -2.920 2.293  0.12
52 C 1.296 -3.342 -2.374  -0.07
53 H -0.208 -0.998 -2.612  0.01
54 H -0.858 -2.247 -3.660  0.08
55 H -1.809 -1.703 -2.260  0.07
56 C -0.071 -3.006 -1.760  -0.49
57 H 1.175 -3.566 -3.444  0.12
58 H 1.760 -4.214 -1.899  0.09
59 H 1.992 -2.495 -2.288  0.06
60 C -2.727 -3.053 0.083  -0.07
61 H -2.959 -1.987 -0.036  0.04
62 H -3.551 -3.506 0.653  0.12
63 H -2.713 -3.521 -0.908  0.09
64 C -1.578 -2.718 2.283  -0.09
65 H -1.696 -1.628 2.290  0.04
66 H -0.729 -2.969 2.929  0.08
67 H -2.479 -3.142 2.748  0.12
68 H -0.145 -1.708 -5.790  0.04
69 H -0.147 -0.986 -5.997  0.04
70 C -2.296 0.835 3.447  -0.01
71 N -1.191 0.171 4.094  -0.11
72 C -1.319 -0.541 5.286  0.05
73 C -0.078 -0.973 5.622  0.05
74 N 0.785 -0.524 4.633  -0.11
75 C 2.217 -0.687 4.664  -0.01
76 C 0.118 0.200 3.693  -0.57
77 Se 0.972 1.120 2.300  0.89
78 H -3.069 0.100 3.172  0.11
79 H -1.929 1.355 2.557  0.04
80 H -2.732 1.560 4.150  0.14
81 H -2.281 -0.628 5.763  0.16
82 H 0.303 -1.525 6.469  0.16
83 H 2.628 -0.170 5.542  0.13
84 H 2.472 -1.756 4.695  0.12
85 H 2.615 -0.224 3.758  0.04

Forces on the atoms, in the same order (eV/Å):
Sn 0.4 -0.1 0.9
C 5.1 0.5 0.9
O -4.4 -0.4 -0.8
C -4.1 1.8 1.5
O 3.7 -1.5 -1.3
P -0.3 2.0 -1.3
C -0.1 -0.8 -0.3
H 0.1 -0.1 0.5
C -0.3 -0.6 0.7
H 0.2 0.1 -0.1
C 0.6 -0.8 0.6
H -0.2 0.1 0.0
C 0.7 0.7 0.3
P -0.5 -1.6 -0.9
H 0.1 0.3 0.0
H -0.3 0.1 0.0
C -0.4 0.5 0.4
H 0.3 0.3 -0.3
C -0.1 0.1 0.4
H 0.4 -0.1 -0.2
H -0.3 -0.2 0.0
H -0.1 0.3 -0.2
C 0.2 0.3 -0.5
H -0.2 -0.2 0.0
H 0.2 -0.3 0.0
H 0.0 0.1 0.2
C -0.3 0.4 -0.4
H 0.1 0.0 0.2
H -0.2 -0.2 0.1
H 0.1 -0.2 -0.1
C 0.1 0.1 0.3
H -0.4 -0.1 0.1
H 0.2 0.2 -0.2
H 0.2 -0.2 -0.2
C 0.2 0.0 -0.1
H -0.2 -0.1 -0.1
H 0.1 0.0 0.3
H -0.1 0.1 -0.1
C -0.2 0.0 0.0
H 0.1 0.1 -0.1
H 0.0 0.0 0.3
H 0.2 -0.1 -0.2
C -0.5 -0.4 -0.1
H 0.1 0.0 0.1
H 0.1 0.0 -0.1
H -0.1 0.2 -0.1
C 0.2 0.2 0.5
H 0.2 0.0 -0.2
C -0.1 -0.1 0.1
H 0.1 -0.3 0.0
H -0.3 0.1 -0.2
C 0.1 -0.1 0.0
H 0.0 -0.1 0.0
H 0.0 0.1 0.4
H 0.2 -0.1 -0.1
C 0.0 0.2 -0.4
H 0.0 0.1 0.3
H -0.1 0.2 -0.2
H -0.1 -0.2 -0.2
C 0.0 0.0 -0.2
H -0.1 -0.3 0.0
H 0.3 0.1 -0.2
H -0.1 0.1 0.2
C 0.0 0.0 0.4
H 0.0 0.0 -0.1
H -0.2 0.0 -0.1
H 0.3 0.1 -0.2
H 0.0 0.3 -0.1
H 0.0 -0.3 0.1
C -0.8 0.3 -0.1
N 1.0 -0.2 0.3
C 0.2 0.6 -1.0
C 0.6 0.4 -0.7
N -0.8 0.3 -0.1
C 0.9 -0.2 0.2
C -1.1 -1.5 1.7
Se -0.7 0.1 -0.9
H 0.3 0.3 0.1
H -0.1 0.0 0.3
H 0.1 -0.1 -0.4
H 0.0 -0.1 0.1
H -0.1 0.0 0.0
H -0.1 -0.2 -0.2
H 0.0 0.4 0.1
H 0.2 -0.2 0.3